Arrangement 1

DFT (the ωB97M-V functional and the def2-TZVPD basis) results for a structure of composition CH6N2O3S.

XYZ file:
```
13
Properties=species:S:1:pos:R:3:mulliken_charge:R:1
H 1.716 0.980 -0.613 0.28
H 1.111 1.134 1.134 0.26
O -4.089 -0.626 0.650 -0.35
H -0.253 0.017 -1.357 0.33
C 1.570 0.466 0.407 -0.65
H -0.451 -1.537 -0.844 0.29
N -0.234 -0.615 -0.627 0.02
S -1.808 0.625 0.332 0.54
H -4.941 -0.623 0.133 0.33
O -2.983 -0.505 -0.259 -0.21
O -1.549 1.796 -0.490 -0.48
H 2.476 0.131 0.845 0.28
N 0.900 -0.750 0.051 -0.65
```

The calculation puts the frontier orbital gap (spin up / spin down) at 8.0 / 7.7 eV. For the HOMO energy (spin up / spin down), the calculation gives -8.20 / -7.65 eV.


Arrangement 2

DFT (the ωB97M-V functional and the def2-TZVPD basis) results for a cluster of 2 separate species, CH6N2O3S in total.

XYZ file:
```
13
Properties=species:S:1:pos:R:3:mulliken_charge:R:1
C 1.900 -0.787 0.133 -0.49
H 2.366 -0.393 1.021 0.26
H 1.260 -1.544 0.443 0.27
O 1.043 0.265 -0.328 -0.17
O -2.789 -0.825 -0.438 -0.54
H -1.033 1.817 1.022 0.26
H 2.610 -1.078 -0.672 0.25
H -0.153 0.487 -1.923 0.27
S -1.644 -0.269 0.197 1.01
N -1.679 1.320 0.447 -0.35
H -2.621 1.553 0.413 0.26
N 0.198 -0.280 -1.348 -0.50
O -0.990 -0.945 1.283 -0.52
```

The calculation puts the frontier orbital gap (spin up / spin down) at 8.4 / 8.4 eV. For the HOMO energy (spin up / spin down), the calculation gives -8.68 / -8.74 eV.


The relative energies come out as arrangement 1 236.4; arrangement 2 0.0, with values in kJ/mol.


Arrangement 1

DFT (the ωB97M-V functional and the def2-TZVPD basis) results for a cluster of 15 separate species, C4H37NO16 in total.

XYZ file:
```
58
Properties=species:S:1:pos:R:3:mulliken_charge:R:1
H 0.280 -4.368 -1.610 0.29
O -3.739 2.217 0.404 -0.58
C -0.824 -0.793 1.631 0.36
H -3.806 2.649 1.274 0.32
H 1.912 1.003 2.096 0.19
O 0.796 1.760 -3.796 -0.60
H 0.111 -3.714 1.179 0.36
H -1.610 0.129 0.095 0.19
O 1.076 4.787 -1.239 -0.65
H 1.666 -0.764 3.559 0.25
H -1.144 4.353 -1.436 0.30
H 0.958 -2.840 -1.046 0.17
H 3.994 -0.712 0.662 0.24
C 0.127 2.513 3.235 -1.72
H -3.184 0.409 -1.739 0.29
H 0.178 -1.503 -1.139 0.08
N -1.368 -0.691 0.367 -0.23
H -1.249 -4.795 -2.069 0.29
O -1.707 3.573 -1.579 -0.56
H 0.795 3.345 2.958 0.39
O 3.469 -2.257 -3.377 -0.60
C -0.650 0.315 2.597 -0.83
O 3.181 -0.993 0.824 -0.51
H -1.616 3.078 -2.405 0.26
O -0.317 -1.872 1.817 -0.73
H 3.076 -0.378 3.882 0.28
H 1.367 4.486 -2.122 0.34
H -0.210 0.145 3.634 0.47
H -3.649 -2.048 1.213 0.31
H -0.145 -2.049 -3.626 0.30
O -0.203 -1.244 -4.252 -0.63
O 1.223 1.276 1.511 -0.29
H 1.332 0.822 -1.098 0.21
H -3.500 -2.069 2.660 0.26
H -1.991 -1.407 0.161 0.22
H -0.145 1.488 -4.194 0.31
H 0.762 -1.253 -4.588 0.35
O 0.824 -4.045 0.537 -0.64
H 1.578 -4.037 1.104 0.28
H 3.023 -2.998 -3.677 0.30
O -3.537 -1.497 1.976 -0.56
C -0.017 1.532 2.117 0.94
H 3.313 -2.060 -2.525 0.28
H -3.041 2.763 0.163 0.25
H -1.783 0.457 2.843 0.34
H 1.764 1.847 -0.174 0.39
O 1.995 1.600 -1.063 -0.64
O 1.011 -2.052 -1.411 -0.12
H 1.444 4.216 -0.583 0.29
O -0.341 -4.887 -2.247 -0.66
H -0.786 2.947 3.586 0.44
H 0.648 2.105 4.210 0.28
O 2.143 -0.032 3.834 -0.58
O -3.288 -0.258 -1.120 -0.70
H 2.814 -1.599 0.116 0.24
H -0.472 2.076 1.198 0.13
H -3.497 0.264 -0.210 0.37
H 0.958 1.060 -3.117 0.30
```

The calculation puts the frontier orbital gap at 10.2 eV. For the HOMO energy, the calculation gives -10.29 eV.


Arrangement 2

DFT (the ωB97M-V functional and the def2-TZVPD basis) results for a cluster of 14 separate species, C4H37NO16 in total.

XYZ file:
```
58
Properties=species:S:1:pos:R:3:mulliken_charge:R:1
H -0.379 -2.438 2.413 0.35
H 0.328 1.045 3.115 0.22
N 2.055 -0.964 -0.115 -0.46
O -0.940 3.271 -0.228 -0.68
H 1.651 2.450 2.620 0.35
H 2.579 -1.248 3.167 0.34
C -0.353 -0.050 -0.505 -0.43
H 2.651 0.762 -1.368 0.08
O 2.192 -0.422 3.509 -0.60
O -0.172 0.485 -1.809 0.20
H 0.314 -1.819 0.605 -1.23
O -1.736 -0.397 -0.412 -0.83
H 2.648 -2.482 1.018 0.45
H -1.383 3.068 1.791 0.26
H -0.122 3.238 -0.771 0.37
H -0.740 -3.823 3.061 0.28
H 3.719 -0.621 -1.359 0.44
H -1.022 -0.081 -4.045 0.31
H 1.953 3.382 -2.492 0.35
O -0.059 -3.357 2.552 -0.64
H -1.550 -0.032 2.608 0.35
H 2.221 -0.736 -2.194 0.33
H -3.337 -1.004 -2.072 0.33
O 1.322 -0.567 -4.240 -0.69
H -1.572 3.081 3.388 0.28
O 1.348 3.217 -1.763 -0.75
H -0.959 0.678 -2.341 0.28
H 1.748 1.794 1.233 0.21
C 0.597 -1.256 -0.288 1.81
O -0.086 1.109 3.986 -0.68
O 2.267 2.064 1.995 -0.71
H 2.792 0.231 3.134 0.29
O -3.418 1.664 0.080 -0.54
H 1.139 -2.988 -1.633 0.38
H -3.394 -2.512 -2.124 0.33
H -1.813 -0.910 1.343 0.42
H -0.145 0.286 4.474 0.26
O -1.938 0.169 -3.880 -0.70
H -0.533 1.777 0.542 -0.10
H 0.056 -1.729 -2.291 0.27
H 1.020 2.312 -1.931 0.21
C 0.350 -2.289 -1.379 -1.50
H -3.505 1.793 1.038 0.28
O -1.598 -0.956 2.310 -0.81
O -3.522 -1.736 -2.676 -0.70
H 1.488 -1.496 -4.422 0.39
H -0.574 -2.869 -1.218 0.37
H -4.317 1.778 -0.239 0.24
O -0.004 0.957 0.357 1.49
H 2.142 -0.289 0.645 0.29
H 1.975 -3.297 1.923 0.34
O 2.909 -3.021 1.807 -0.77
H 1.223 -0.418 -3.295 -0.02
H -2.489 -0.627 -3.803 0.40
O -1.799 2.645 2.548 -0.63
H -1.620 3.108 -0.884 0.29
C 2.670 -0.325 -1.301 -0.80
H -2.277 0.399 -0.183 0.45
```

The calculation puts the frontier orbital gap at 9.7 eV. For the HOMO energy, the calculation gives -9.87 eV.


The relative energies come out as arrangement 1 379.3; arrangement 2 0.0, with values in kJ/mol.


Arrangement 1

DFT (the ωB97M-V functional and the def2-TZVPD basis) results for a cluster of 3 separate species, C4H15NO2S in total.

XYZ file:
```
23
Properties=species:S:1:pos:R:3:mulliken_charge:R:1
O -2.217 -1.410 -1.966 -0.61
C 1.459 0.458 1.681 -0.82
H 2.615 -1.858 1.228 0.08
O 1.836 -0.447 -3.288 -0.63
H -1.855 1.214 -0.819 0.17
H -0.605 2.612 -1.475 0.29
S 2.295 -1.076 2.202 -0.27
H -1.447 0.187 2.440 0.40
H 0.344 -0.503 0.078 0.08
H 2.513 0.068 -2.999 0.30
H -2.080 -2.318 -2.232 0.30
H 1.341 0.857 2.767 0.22
H -2.583 -1.495 -1.047 0.34
H -1.938 -0.606 0.865 0.11
N -0.031 1.583 0.391 -0.43
H 1.468 -0.976 -2.538 0.31
C 0.118 0.166 0.968 0.35
H -0.229 0.940 -1.459 0.20
C -1.058 -0.450 1.681 -1.06
H -0.666 1.793 1.145 0.29
C -0.791 1.662 -0.982 -0.50
H -0.652 -1.475 2.033 0.33
H 2.164 1.073 1.325 0.57
```

The calculation puts the frontier orbital gap at 9.4 eV. For the HOMO energy, the calculation gives -9.03 eV.


Arrangement 2

DFT (the ωB97M-V functional and the def2-TZVPD basis) results for a cluster of 3 separate species, C4H15NO2S in total.

XYZ file:
```
23
Properties=species:S:1:pos:R:3:mulliken_charge:R:1
S -0.523 2.485 0.109 -0.23
H -2.746 -1.587 -0.400 0.22
H 2.448 1.174 0.472 0.35
C -0.398 0.697 -0.355 -0.74
H 0.040 -2.144 0.215 0.45
O 2.744 -1.498 0.070 -0.59
H 1.436 1.553 1.540 0.30
H -1.569 -2.879 -2.432 0.31
C -0.535 -0.206 0.864 -0.24
H -1.755 -1.162 -2.602 0.29
N -1.802 -1.892 -0.575 -0.26
H -0.096 3.008 -1.050 0.13
H 0.526 0.578 -0.919 0.25
H 0.433 -0.359 1.312 0.32
H -0.276 -1.743 -2.015 0.24
H -1.353 0.228 1.440 0.39
C -1.352 -1.935 -1.930 -0.88
H -1.285 0.502 -0.959 0.49
C -0.891 -1.677 0.530 -1.04
H 2.741 -0.539 0.163 0.23
H -1.312 -2.176 1.394 0.34
H 3.025 -1.623 -0.836 0.31
O 2.277 1.107 1.418 -0.63
```

The calculation puts the frontier orbital gap at 8.7 eV. For the HOMO energy, the calculation gives -8.32 eV.


Arrangement 3

DFT (the ωB97M-V functional and the def2-TZVPD basis) results for a cluster of 3 separate species, C4H15NO2S in total.

XYZ file:
```
23
Properties=species:S:1:pos:R:3:mulliken_charge:R:1
H -0.323 0.118 1.891 0.28
O -3.434 -1.201 1.004 -0.64
H -0.283 1.978 1.030 0.40
H -2.137 -3.907 -2.836 0.32
S 1.860 2.894 1.553 -0.23
C 2.472 1.116 -0.947 -1.44
C 1.109 0.951 -0.319 0.36
H 2.364 3.871 0.787 0.12
H 0.455 0.733 -1.179 0.24
H 1.824 -0.262 1.079 0.31
H 3.283 0.808 -0.285 0.34
H -0.320 -1.599 1.529 0.29
H -3.596 -2.141 0.849 0.31
C 0.588 2.178 0.425 -0.88
H 2.669 0.374 -1.730 0.40
N 1.078 -0.350 0.386 -0.37
C -0.161 -0.617 1.086 -1.03
O -3.104 -3.817 -2.812 -0.63
H 2.702 2.087 -1.377 0.36
H -3.150 -1.134 1.921 0.32
H 0.347 2.920 -0.330 0.40
H -3.221 -4.510 -2.163 0.31
H -1.022 -0.492 0.437 0.49
```

The calculation puts the frontier orbital gap at 9.3 eV. For the HOMO energy, the calculation gives -8.79 eV.


The relative energies come out as arrangement 1 182.8; arrangement 2 12.0; arrangement 3 0.0, with values in kJ/mol.